No. 1
{
  "formula": "C16H31NP2PbS",
  "method": "wB97M-V/def2-TZVPD",
  "species": ["P", "P", "C", "C", "H", "H", "H", "H", "C", "H", "H", "H", "C", "H", "H", "H", "C", "H", "H", "H", "C", "H", "H", "H", "Pb", "C", "C", "C", "C", "C", "C", "C", "C", "C", "H", "H", "H", "H", "H", "H", "H", "H", "H", "H", "H", "H", "H", "H", "H", "S", "C", "N"],
  "positions_angstrom": [[1.024, 1.865, -1.136], [-2.255, -0.058, -0.015], [-0.546, 1.316, -1.804], [-1.723, 1.500, -0.840], [-0.411, 0.052, -2.160], [-0.720, 1.908, -2.708], [-1.557, 2.272, -0.060], [-2.602, 1.784, -1.449], [-3.596, -0.476, -1.193], [-4.079, -1.422, -0.919], [-3.238, -0.539, -2.230], [-4.329, 0.336, -1.138], [-3.042, 0.172, 1.566], [-4.078, 0.477, 1.348], [-2.561, 0.974, 2.152], [-3.066, -0.771, 2.134], [2.048, 2.218, -2.601], [3.112, 2.193, -2.326], [1.802, 3.227, -2.964], [1.864, 1.496, -3.410], [1.003, 3.417, -0.252], [0.044, 3.611, 0.241], [1.173, 4.208, -0.999], [1.822, 3.443, 0.477], [-0.399, 0.790, 3.967], [-1.057, -1.426, -0.564], [-0.532, -1.234, -1.944], [0.615, -2.176, -2.309], [1.995, -2.031, -1.608], [2.395, -0.645, -1.437], [1.806, 0.277, -0.496], [0.808, -0.170, 0.627], [0.011, -1.457, 0.557], [1.552, -0.218, 3.797], [-1.630, -2.360, -0.485], [-1.377, -1.501, -2.598], [0.776, -2.044, -3.388], [0.247, -3.206, -2.165], [2.081, -2.632, -0.682], [2.725, -2.476, -2.306], [3.276, -0.292, -1.983], [2.643, 0.829, -0.023], [0.032, 0.620, 0.732], [1.324, -0.171, 1.595], [0.665, -2.328, 0.495], [-0.473, -1.598, 1.550], [1.671, -0.298, 4.875], [2.264, 0.477, 3.370], [1.568, -1.226, 3.385], [-0.676, -1.785, 4.716], [0.398, -2.296, 5.903], [1.204, -2.627, 6.708]],
  "total_charge": 2,
  "homo_lumo_gap_ev": [4.68, 4.08],
  "lumo_ev": [-8.6, -9.1],
  "spin_multiplicity": 1
}

=====

No. 2
{
  "formula": "C5H10O",
  "method": "wB97M-V/def2-TZVPD",
  "species": ["C", "C", "C", "O", "C", "C", "H", "H", "H", "H", "H", "H", "H", "H", "H", "H"],
  "positions_angstrom": [[1.995, 0.529, -0.760], [0.761, 0.938, 0.043], [0.250, -0.207, 0.884], [-0.854, 0.052, 1.742], [-1.034, -0.898, 0.699], [-2.050, -0.567, -0.361], [2.790, 0.172, -0.094], [2.393, 1.372, -1.333], [1.763, -0.279, -1.462], [1.008, 1.761, 0.725], [-0.023, 1.310, -0.623], [1.047, -0.783, 1.364], [-1.085, -1.929, 1.059], [-1.920, 0.442, -0.759], [-3.059, -0.630, 0.062], [-1.982, -1.284, -1.186]],
  "homo_lumo_gap_ev": 11.17,
  "lumo_ev": 1.1,
  "spin_multiplicity": 1
}

=====

No. 3
{
  "formula": "C5H13BrN",
  "method": "wB97M-V/def2-TZVPD",
  "species": ["C", "C", "Br", "C", "N", "C", "C", "H", "H", "H", "H", "H", "H", "H", "H", "H", "H", "H", "H", "H"],
  "positions_angstrom": [[-1.713, 2.296, 0.081], [-1.241, 0.892, 0.419], [-2.472, -0.581, -0.170], [0.237, 0.548, -0.222], [0.487, -0.843, -0.087], [1.456, -1.388, -1.229], [0.971, -1.399, 1.234], [-2.061, 2.346, -1.069], [-0.968, 3.138, 0.205], [-2.529, 2.424, 0.772], [-1.183, 0.839, 1.479], [0.096, 0.828, -1.279], [1.042, 1.225, 0.119], [-0.342, -1.242, -0.406], [2.488, -0.922, -1.155], [1.561, -2.528, -1.307], [0.885, -0.862, -2.134], [2.086, -1.171, 1.463], [0.315, -1.094, 2.078], [0.886, -2.506, 1.209]],
  "total_charge": 1,
  "homo_lumo_gap_ev": 11.71,
  "lumo_ev": -2.8,
  "spin_multiplicity": 1
}

=====

No. 4
{
  "formula": "C7H19N4O2",
  "method": "wB97M-V/def2-TZVPD",
  "species": ["C", "C", "O", "C", "C", "O", "N", "C", "N", "N", "C", "N", "C", "H", "H", "H", "H", "H", "H", "H", "H", "H", "H", "H", "H", "H", "H", "H", "H", "H", "H", "H"],
  "positions_angstrom": [[3.570, -2.198, -0.289], [3.984, -1.107, 0.706], [3.526, 0.192, 0.340], [2.139, 0.362, 0.483], [1.923, 1.849, 0.258], [0.548, 2.305, 0.373], [-0.394, 1.293, 0.304], [-1.224, 1.315, -0.745], [-0.796, 1.861, -1.926], [-2.389, 0.677, -0.695], [-3.191, 0.467, 0.534], [-4.218, -0.473, 0.211], [-3.741, -1.845, 0.042], [4.419, -2.833, -0.547], [3.187, -1.742, -1.207], [2.782, -2.841, 0.112], [3.620, -1.343, 1.715], [5.070, -1.020, 0.753], [1.591, -0.238, -0.258], [1.816, 0.064, 1.491], [2.469, 2.413, 1.016], [2.294, 2.140, -0.727], [-0.808, 1.157, 1.220], [-1.074, 2.784, -2.207], [-0.170, 1.337, -2.512], [-2.964, 0.956, -1.486], [-2.512, 0.115, 1.326], [-3.637, 1.419, 0.830], [-4.942, -0.437, 0.915], [-4.591, -2.526, 0.072], [-3.031, -2.146, 0.826], [-3.253, -1.960, -0.927]],
  "total_charge": 1,
  "homo_lumo_gap_ev": 9.22,
  "lumo_ev": -3.6,
  "spin_multiplicity": 1
}

=====

Going through the records in order, we get energy above the lowest of the compared OMol25 structures with the same formula, charge and spin values of 0.944; 1.119; 1.845; 0.479 eV.
Going through the records in order, we get E_tot values of -1955.88640; -271.71148; -2826.77837; -647.28884 Ha.